ORCA calculation (ωB97M-V/def2-TZVPD) on a cluster of 2 separate species, C22H20F2NO6S in total.

Output
charge	-1
ΔE to the lowest compared entry with this formula, charge and spin	0.725	eV
molar mass	464.5	g/mol
frontier orbital gap	0.2814	Eh
LUMO energy	2.8	eV

Atoms and positions in Å:
S: -3.627 -0.359 2.952
F: -3.137 -0.117 5.387
F: -3.330 1.842 4.251
O: 0.812 -3.251 3.529
O: -0.953 -1.866 0.557
O: -2.277 -2.839 2.100
O: 1.705 1.141 3.841
O: -0.291 0.419 1.329
O: -1.962 1.894 1.461
N: 1.108 -1.065 4.398
C: 1.936 -0.066 3.935
C: -3.767 -0.451 0.505
C: -5.804 0.821 0.082
C: -2.809 0.554 4.236
C: -5.921 -1.587 0.301
C: -2.617 -0.458 1.581
C: 3.980 -3.032 3.458
C: 3.220 -0.744 3.554
C: 1.853 1.075 0.449
C: 5.566 -1.161 3.366
C: -0.294 -3.125 0.166
C: -1.590 0.737 1.475
C: 0.520 1.570 0.928
C: 4.512 -0.239 3.494
C: -6.563 -0.346 0.184
C: 0.601 -2.703 -0.978
C: 2.961 -2.096 3.502
C: -4.517 -1.641 0.377
C: -1.929 -1.853 1.482
C: 5.302 -2.554 3.393
C: -4.432 0.779 0.328
C: 1.492 -2.265 3.794
H: 3.715 -4.088 3.525
H: 2.490 0.860 1.315
H: 1.306 -1.927 -0.649
H: -6.267 1.791 -0.109
H: 1.168 -3.562 -1.352
H: -4.028 -2.610 0.472
H: 0.277 -3.511 1.021
H: -1.064 -3.838 -0.158
H: -1.724 0.556 4.134
H: -0.033 2.084 0.134
H: 2.331 1.871 -0.131
H: -6.492 -2.516 0.337
H: -0.002 -2.294 -1.803
H: 0.633 2.221 1.804
H: 1.774 0.184 -0.181
H: 6.595 -0.804 3.288
H: -3.841 1.682 0.459
H: -7.658 -0.291 0.153
H: 4.641 0.843 3.563
H: 6.133 -3.266 3.371

---

ORCA calculation (ωB97M-V/def2-TZVPD) on a cluster of 2 separate species, C4H12N2O2 in total.

Output
SMILES	CNCCNC=O.O
ΔE to the lowest compared entry with this formula, charge and spin	1.682	eV
molar mass	120.2	g/mol
frontier orbital gap	0.3665	Eh
LUMO energy	0.7	eV

Atoms and positions in Å:
O: 2.156 2.133 1.186
O: 0.364 -3.372 0.086
N: -1.313 -0.199 -1.027
N: 1.127 0.312 0.294
C: -1.309 0.632 0.174
C: -2.485 -0.019 -1.871
C: 2.166 1.181 0.446
C: -0.121 0.318 1.053
H: -0.479 -3.319 0.574
H: -2.244 0.472 0.713
H: -1.345 1.712 -0.057
H: 1.323 -0.503 -0.257
H: -0.455 0.031 -1.516
H: -2.268 0.541 -2.776
H: -0.002 1.149 1.759
H: -0.174 -0.644 1.562
H: 0.415 -2.472 -0.260
H: -3.264 0.457 -1.297
H: 3.027 0.937 -0.198
H: -2.848 -0.977 -2.211

---

ORCA calculation (ωB97M-V/def2-TZVPD) on a structure of composition C27H41Cl3N3O3SiZn.

Output
charge	-1
molar mass	655.5	g/mol
frontier orbital gap	0.2932	Eh
LUMO energy	2.3	eV

Atoms and positions in Å:
Zn: 1.365 -0.326 2.401
Cl: 0.140 -1.100 4.246
Cl: 1.812 -1.931 0.881
Cl: 2.975 1.161 3.050
Si: -0.708 0.553 -2.336
O: 0.317 -0.280 -3.353
O: -0.139 1.135 2.023
O: -3.025 -1.576 2.338
N: -2.019 1.124 5.692
N: -1.431 -3.231 2.274
N: -0.438 3.283 1.298
C: 0.856 -0.130 9.448
C: 1.082 0.772 -5.447
C: -2.423 0.155 -2.940
C: 1.759 -2.003 -5.807
C: -1.024 0.400 7.994
C: -1.852 3.049 1.045
C: 2.062 1.685 -5.848
C: 0.332 0.102 8.165
C: -2.218 -2.324 2.896
C: 0.709 2.295 -7.757
C: 1.892 2.419 -7.019
C: -0.101 0.634 -6.179
C: -0.402 2.374 -2.560
C: 2.511 -2.228 -3.430
C: -1.558 0.769 6.707
C: -0.470 -4.071 2.974
C: -1.363 0.160 10.397
C: -1.541 -3.450 0.855
C: -1.870 0.398 9.113
C: 2.204 -3.377 -6.168
C: 1.410 -0.097 -4.242
C: -0.285 1.407 -7.332
C: 1.915 -1.484 -4.582
C: 0.003 -0.093 10.564
C: 0.241 4.442 0.721
C: -0.386 -0.171 -0.663
C: 0.299 2.292 1.817
H: -2.028 0.180 11.267
H: 0.386 4.342 -0.369
H: 1.925 -0.332 9.563
H: -2.071 -2.288 3.992
H: 0.961 0.064 7.270
H: 1.930 -4.103 -5.387
H: 2.436 -3.308 -3.577
H: 0.514 -3.948 2.515
H: 2.691 3.081 -7.362
H: 1.339 2.559 2.043
H: -2.516 0.438 -3.996
H: 0.565 2.887 -8.662
H: -0.414 -3.740 4.017
H: -2.232 2.395 1.837
H: -3.169 0.718 -2.365
H: 3.578 -1.993 -3.312
H: -0.854 -0.090 -5.847
H: -1.205 1.294 -7.907
H: -1.186 2.979 -2.081
H: -0.324 5.363 0.913
H: 2.234 0.371 -3.688
H: 2.001 -1.964 -2.499
H: -2.934 0.599 8.972
H: 2.957 1.764 -5.226
H: -2.003 2.562 0.069
H: 0.573 2.698 -2.172
H: 1.702 -3.659 -7.103
H: 1.308 -1.425 -6.615
H: -0.420 2.606 -3.636
H: -0.571 -3.219 0.384
H: -2.648 -0.915 -2.854
H: -1.135 0.058 0.106
H: 0.422 -0.265 11.562
H: -2.326 -2.805 0.446
H: 3.293 -3.451 -6.332
H: 1.230 4.524 1.193
H: -0.304 -1.266 -0.720
H: -0.769 -5.125 2.914
H: -2.377 4.005 1.057
H: 0.588 0.177 -0.299
H: -1.781 -4.507 0.655

---

ORCA calculation (ωB97M-V/def2-TZVPD) on the molecule C2H5N3O3.

Output
SMILES	O=CNNC(=O)NO
ΔE to the lowest compared entry with this formula, charge and spin	2.062	eV
molar mass	119.1	g/mol
frontier orbital gap	0.3930	Eh
LUMO energy	0.5	eV

Atoms and positions in Å:
O: 1.948 -1.326 -0.562
O: -2.776 0.181 -0.635
O: 0.677 1.895 0.189
N: 0.341 -0.719 0.970
N: -0.982 -0.242 0.816
N: 1.242 0.832 -0.497
C: -1.842 -0.494 -0.272
C: 1.232 -0.441 -0.108
H: 0.408 -1.688 1.206
H: -1.174 0.499 1.452
H: -1.519 -1.331 -0.926
H: 1.236 1.886 0.966
H: 1.710 1.156 -1.374

---

The lowest frontier orbital gap belongs to which entry?
C22H20F2NO6S

---

Which value of LUMO energy does entry 3 give?
2.3 eV

---

Which of these has the highest molar mass?
C27H41Cl3N3O3SiZn